ORCA calculation (the ωB97M-V functional and the def2-TZVPD basis) on a molecular structure, C23H51CrO22S3 in a non-equilibrium geometry.

Geometry (Å):
Cr 1.78 -2.71 1.45
O -0.61 0.15 0.00
C 0.25 -0.81 0.43
O -0.11 -1.97 0.67
O 1.44 -0.64 0.67
H -1.36 -0.44 -0.04
C 2.97 0.70 -2.80
C 4.21 0.88 -1.96
C 3.99 2.24 -1.23
O 2.83 2.73 -1.86
C 1.97 1.63 -2.21
H 2.50 -0.28 -2.69
H 3.17 0.93 -3.85
H 5.09 1.00 -2.60
H 4.31 0.02 -1.30
H 4.76 3.00 -1.31
H 3.81 2.14 -0.16
H 1.28 1.98 -2.97
H 1.43 1.21 -1.36
O 1.86 3.86 2.68
S 0.58 3.21 2.46
O 0.27 1.88 3.03
O -0.68 4.24 2.81
C -0.49 5.62 2.51
C -1.38 6.10 1.31
C 0.22 3.11 0.65
H 0.55 5.94 2.37
H -0.80 6.08 3.45
H -2.18 6.73 1.67
H -1.98 5.34 0.81
H -0.76 6.51 0.51
H 0.79 2.34 0.14
H 0.40 4.13 0.33
H -0.85 2.90 0.59
O 3.32 -2.78 0.03
S 4.06 -3.50 -1.05
O 4.20 -4.95 -1.03
O 3.48 -3.09 -2.53
C 3.93 -3.83 -3.68
C 3.11 -5.03 -3.99
C 5.68 -2.67 -1.15
H 4.97 -4.12 -3.52
H 3.76 -3.13 -4.50
H 3.18 -5.73 -3.16
H 3.47 -5.53 -4.89
H 2.08 -4.72 -4.15
H 6.36 -3.23 -1.79
H 6.11 -2.63 -0.14
H 5.66 -1.64 -1.50
O -4.81 -0.78 2.70
S -4.39 -0.18 1.43
O -3.41 -0.89 0.58
O -5.78 0.10 0.53
C -6.90 0.69 1.21
C -8.26 0.56 0.46
C -3.83 1.57 1.73
H -6.82 1.74 1.50
H -7.13 0.19 2.15
H -9.03 1.21 0.87
H -8.62 -0.47 0.51
H -8.13 0.89 -0.57
H -4.59 2.02 2.38
H -3.64 1.98 0.74
H -2.95 1.45 2.37
C -1.61 2.05 -2.89
O -1.00 3.34 -3.16
C -1.45 4.44 -2.53
O -2.30 4.43 -1.63
O -0.85 5.54 -3.04
C -1.30 6.87 -2.85
H -2.61 2.03 -3.31
H -1.77 2.07 -1.81
H -1.05 1.15 -3.15
H -2.34 6.79 -2.53
H -1.25 7.40 -3.80
H -0.70 7.34 -2.07
C 0.58 -1.91 6.82
O 0.98 -2.20 5.54
C 0.20 -2.24 4.44
O 0.62 -2.68 3.35
O -1.02 -1.63 4.65
C -2.04 -1.59 3.63
H -0.22 -2.62 7.02
H 0.35 -0.85 6.85
H 1.34 -2.03 7.59
H -2.36 -2.61 3.40
H -1.59 -1.10 2.77
H -2.89 -0.95 3.87
C -0.79 -3.90 -2.05
O -0.06 -5.12 -1.80
C 0.91 -5.28 -0.82
O 1.17 -4.39 0.00
O 1.50 -6.50 -0.94
C 2.39 -6.92 0.09
H -1.52 -3.71 -1.27
H -1.35 -4.14 -2.96
H -0.21 -3.00 -2.27
H 2.12 -7.96 0.29
H 2.32 -6.46 1.08
H 3.42 -6.93 -0.26

Values from the calculation:
LUMO level (spin up / spin down)   -3.126 / -2.667 eV
<S²>   6.010
Net charge   +1
Gap between HOMO and LUMO (spin up / spin down)   0.304 / 0.321 Eh
Multiplicity   5
Energy   -130641.15977 eV

Löwdin atomic charge list, values in e, 2 entries:
1 Cr 1.08
2 O 0.12